14
Properties=species:S:1:pos:R:3:forces:R:3 method="wB97M-V/def2-TZVPD" gap_ha=0.3732 e_above_lowest_kcal_mol=25.8 max_force_ev_per_a=3.25 charge=0
C 1.184527 -0.379885 -0.135860 1.19 2.09 0.49
C -0.239038 1.652470 0.184018 -0.87 1.95 0.88
C -1.272079 -0.504145 -0.273575 2.65 -1.54 -1.09
H 2.061188 -2.256361 0.358517 -1.85 1.79 -0.25
H 0.528584 -1.746217 1.092746 0.49 -0.56 -0.52
H -1.300583 2.090161 0.495941 2.18 -1.77 -0.75
H 1.557104 2.105844 -0.250284 0.24 -0.25 0.15
H -0.970065 -1.478770 -0.783789 -0.58 1.13 0.61
H -3.072688 -0.719356 -0.552156 -0.29 -0.21 0.30
N 1.170057 -1.663829 0.298577 0.74 -1.87 0.92
N -0.091970 0.248488 0.024530 -1.10 -0.68 -0.39
N 0.691117 2.501555 0.088624 -0.75 0.20 -0.17
N -2.426609 -0.102146 -0.078479 -1.06 0.75 0.02
O 2.180454 0.252185 -0.468809 -1.01 -1.05 -0.20